{"formula": "C34H102N15O9P5", "method": "the ωB97M-V functional and the def2-TZVPD basis", "orbital_gap_ev": 8.5, "de_lowest_ev": 0.0000, "energy_ev": -124139.346, "lumo_energy_ev": 0.41, "fmax_ev_per_a": 4.8, "smiles": "CN(C)P(=O)(N(C)C)N(C)C.CN(C)P(=O)(N(C)C)N(C)C.CN(C)P(=O)(N(C)C)N(C)C.CN(C)P(=O)(N(C)C)N(C)C.CN(C)P(=O)(N(C)C)N(C)C.OCCO.OCCO", "species": ["P", "P", "P", "P", "P", "O", "O", "O", "O", "O", "O", "O", "O", "O", "N", "N", "N", "N", "N", "N", "N", "N", "N", "N", "N", "N", "N", "N", "N", "C", "C", "C", "C", "C", "C", "C", "C", "C", "C", "C", "C", "C", "C", "C", "C", "C", "C", "C", "C", "C", "C", "C", "C", "C", "C", "C", "C", "C", "C", "C", "C", "C", "C", "H", "H", "H", "H", "H", "H", "H", "H", "H", "H", "H", "H", "H", "H", "H", "H", "H", "H", "H", "H", "H", "H", "H", "H", "H", "H", "H", "H", "H", "H", "H", "H", "H", "H", "H", "H", "H", "H", "H", "H", "H", "H", "H", "H", "H", "H", "H", "H", "H", "H", "H", "H", "H", "H", "H", "H", "H", "H", "H", "H", "H", "H", "H", "H", "H", "H", "H", "H", "H", "H", "H", "H", "H", "H", "H", "H", "H", "H", "H", "H", "H", "H", "H", "H", "H", "H", "H", "H", "H", "H", "H", "H", "H", "H", "H", "H", "H", "H", "H", "H", "H", "H"], "xyz": [[11.626, 15.351, 10.204], [11.831, 15.954, 17.912], [16.219, 10.573, 9.622], [21.401, 15.835, 11.759], [22.017, 10.740, 13.991], [10.647, 16.445, 10.483], [16.916, 11.600, 10.414], [22.048, 15.096, 12.835], [10.998, 10.116, 15.605], [17.090, 12.866, 12.625], [11.106, 14.725, 18.309], [15.502, 14.272, 14.507], [22.231, 9.511, 13.141], [13.094, 11.771, 14.802], [19.685, 15.786, 11.773], [11.987, 16.003, 16.267], [15.178, 9.627, 10.475], [13.161, 15.655, 10.619], [21.780, 15.173, 10.293], [21.761, 10.632, 15.613], [21.838, 17.506, 11.614], [20.756, 11.786, 13.489], [11.839, 15.021, 8.573], [23.408, 11.683, 14.018], [13.391, 16.117, 18.454], [11.127, 13.846, 10.872], [15.277, 11.256, 8.402], [17.353, 9.599, 8.892], [11.033, 17.263, 18.562], [11.466, 18.630, 18.394], [13.564, 16.426, 19.929], [10.993, 15.432, 15.352], [18.711, 9.354, 9.381], [20.411, 10.340, 16.123], [19.604, 11.051, 12.836], [12.994, 16.762, 15.557], [15.916, 8.657, 11.324], [23.548, 12.893, 14.783], [10.082, 13.805, 11.843], [22.868, 10.127, 16.427], [16.212, 13.095, 14.850], [19.008, 16.030, 13.078], [9.762, 17.167, 19.259], [20.738, 18.446, 11.933], [14.377, 15.130, 17.929], [20.199, 12.930, 14.045], [24.622, 11.424, 13.187], [12.361, 16.074, 7.798], [12.173, 10.223, 16.470], [14.018, 10.667, 7.938], [13.995, 10.229, 11.088], [10.820, 14.271, 7.981], [18.692, 15.634, 10.719], [16.398, 12.176, 13.667], [21.630, 15.822, 8.928], [12.727, 11.579, 16.172], [13.465, 16.531, 11.686], [23.063, 18.103, 12.176], [22.268, 13.819, 10.188], [16.891, 8.691, 7.869], [11.973, 12.653, 10.932], [14.339, 14.906, 10.178], [15.633, 12.549, 7.871], [15.357, 15.683, 17.998], [10.287, 9.735, 16.137], [23.552, 10.922, 16.642], [19.760, 17.952, 11.747], [9.204, 18.033, 18.872], [13.910, 10.821, 6.870], [25.024, 12.297, 12.554], [17.154, 13.481, 15.213], [17.030, 12.353, 11.786], [11.994, 12.331, 16.484], [22.395, 9.643, 17.289], [17.188, 7.665, 8.171], [13.937, 16.050, 12.533], [9.198, 16.274, 18.934], [19.756, 16.142, 13.884], [17.327, 8.844, 6.873], [25.390, 11.150, 13.914], [19.369, 9.079, 8.501], [18.778, 10.818, 13.500], [14.607, 14.163, 10.933], [24.418, 12.779, 15.454], [10.358, 14.743, 15.951], [22.642, 13.226, 15.301], [15.760, 12.516, 15.665], [9.271, 13.091, 11.671], [13.608, 16.152, 14.896], [20.666, 18.717, 12.986], [20.864, 19.304, 11.277], [16.351, 9.102, 12.224], [20.226, 9.287, 15.871], [18.744, 8.550, 10.119], [15.283, 7.819, 11.429], [11.775, 10.306, 17.493], [18.149, 16.560, 10.363], [14.804, 13.160, 7.569], [19.101, 15.028, 9.941], [15.218, 15.637, 10.064], [11.170, 13.747, 7.076], [23.321, 18.949, 11.506], [12.581, 12.568, 11.861], [12.843, 9.389, 16.346], [13.388, 15.621, 20.674], [13.021, 16.663, 8.437], [9.587, 14.705, 11.873], [23.364, 9.421, 15.792], [17.884, 15.042, 11.145], [24.368, 10.637, 12.502], [23.696, 13.789, 14.164], [13.680, 17.334, 16.187], [22.998, 18.480, 13.203], [22.611, 16.042, 8.405], [12.095, 18.722, 17.454], [16.728, 8.202, 10.696], [23.321, 13.761, 10.511], [12.631, 12.696, 10.104], [16.328, 12.374, 7.051], [21.055, 15.130, 8.272], [19.290, 11.763, 12.059], [10.452, 13.552, 12.948], [13.170, 10.358, 10.433], [15.412, 14.203, 13.526], [11.523, 16.714, 7.480], [12.336, 11.681, 14.239], [18.318, 15.290, 13.368], [12.427, 17.468, 14.935], [19.644, 10.825, 15.516], [15.810, 8.759, 7.754], [23.941, 17.435, 12.170], [9.721, 17.158, 20.332], [12.056, 19.009, 19.235], [14.019, 9.569, 8.095], [12.559, 16.961, 12.069], [21.105, 16.785, 9.107], [20.396, 10.480, 17.211], [13.127, 11.039, 8.387], [19.285, 12.812, 14.695], [13.648, 11.761, 16.696], [21.823, 13.252, 11.004], [14.182, 11.163, 11.518], [19.978, 10.118, 12.456], [10.327, 16.258, 15.016], [18.473, 16.975, 12.991], [16.162, 13.073, 8.660], [14.159, 14.480, 9.219], [15.406, 11.803, 13.279], [10.597, 19.270, 18.165], [11.518, 14.898, 14.544], [10.500, 13.494, 8.646], [22.002, 13.323, 9.276], [19.114, 10.277, 9.751], [12.808, 17.203, 20.137], [14.102, 17.381, 11.345], [19.832, 13.524, 13.213], [9.894, 14.757, 7.632], [11.342, 11.759, 10.878], [14.537, 16.865, 20.010], [20.989, 13.558, 14.490], [14.370, 14.263, 18.486], [13.575, 9.509, 11.799], [17.086, 11.371, 14.019], [14.192, 14.864, 16.912], [12.846, 15.750, 6.886]], "mulliken_charge": [0.441, 0.492, -0.517, -0.234, 0.091, -0.882, -0.582, -0.546, -0.527, 0.737, -0.973, -0.397, -0.920, -0.242, 0.885, 0.628, 0.381, 0.720, 0.432, 0.339, 0.286, 0.783, 0.528, 0.694, 0.330, 0.386, 0.658, 0.372, 0.227, -0.940, -0.976, -1.022, -0.846, -0.564, -1.044, -0.863, -0.878, -1.283, -1.020, -1.051, -0.836, -1.074, -1.058, -0.905, -0.890, 0.200, -1.089, -1.262, -0.762, -1.066, -0.908, -1.186, -0.714, -0.049, -0.995, -0.057, -1.235, -1.058, -0.631, -0.996, -0.597, -0.599, -1.177, 0.324, 0.290, 0.159, 0.085, 0.371, 0.472, 0.196, 0.499, 0.077, 0.117, 0.459, 0.436, 0.165, 0.290, 0.318, 0.290, 0.354, 0.390, 0.189, 0.102, 0.406, 0.379, 0.336, 0.222, 0.312, -0.213, 0.360, 0.418, 0.165, 0.365, 0.307, 0.472, 0.455, 0.155, 0.433, 0.341, 0.225, 0.328, 0.380, -0.128, 0.302, 0.280, 0.343, 0.513, 0.359, -0.066, 0.346, 0.285, 0.417, 0.315, 0.312, 0.186, 0.252, 0.183, 0.070, 0.265, 0.396, -0.013, 0.026, 0.274, -0.048, 0.378, 0.138, -0.039, 0.463, -0.101, 0.253, 0.316, 0.270, 0.266, 0.362, 0.459, 0.263, 0.421, 0.154, -0.244, 0.297, -0.063, 0.075, 0.597, 0.371, 0.513, 0.209, 0.034, -0.337, 0.436, 0.113, 0.358, 0.378, 0.128, 0.246, 0.259, -0.502, 0.259, 0.638, 0.372, 0.190, 0.416, 0.448, 0.362, 0.048, 0.337]}